w.
14
Properties=species:S:1:pos:R:3 method="wB97M-V/def2-TZVPD" multiplicity=2 total_charge=-1 e_homo_ev="-1.408 / -1.488" orbital_gap_ev="5.93 / 5.96"
C 2.014 0.167 0.215
C 1.065 0.073 -0.997
C -0.206 -0.636 -0.637
C -1.087 1.011 0.686
N -0.953 -0.283 0.492
H 1.628 0.945 0.886
H 3.048 0.341 -0.077
H 1.891 -0.701 0.866
H 0.869 1.073 -1.397
H 1.595 -0.539 -1.728
H -0.676 -1.328 -1.331
H -3.399 -0.523 0.705
H -1.679 1.150 1.633
H -4.110 -0.750 0.684

---

x.
14
Properties=species:S:1:pos:R:3 method="wB97M-V/def2-TZVPD" multiplicity=2 total_charge=-1 e_homo_ev="1.327 / -2.316" orbital_gap_ev="2.97 / 6.50"
C 2.309 0.937 -0.883
C 1.172 0.628 -0.103
N -0.159 0.480 -0.578
C -0.924 -0.713 -0.340
C -1.563 -0.731 1.052
H 2.349 1.651 -1.694
H 3.280 0.709 -0.433
H 1.380 0.171 0.863
H -0.711 1.321 -0.603
H -0.197 -1.522 -0.404
H -1.694 -0.843 -1.111
H -2.296 0.081 1.113
H -0.830 -0.523 1.826
H -2.117 -1.646 1.293

---

y.
14
Properties=species:S:1:pos:R:3 method="wB97M-V/def2-TZVPD" multiplicity=2 total_charge=-1 e_homo_ev="1.566 / -4.286" orbital_gap_ev="3.01 / 8.51"
C -0.612 -2.193 -1.370
C -1.756 -1.484 -1.151
H 0.147 -2.325 -0.606
H -0.290 -2.625 -2.318
H -2.111 -1.459 -0.133
H -2.337 -1.000 -1.933
C 0.835 0.569 1.855
C 1.316 1.251 0.810
N 0.645 2.255 0.139
H -0.209 0.756 2.094
H 1.333 -0.187 2.443
H 2.206 0.957 0.266
H 1.178 3.008 -0.271
H -0.344 2.476 0.176

---

On energetic grounds, x is preferred over the next structure by 71.2 kJ/mol.

---

w.
12
Properties=species:S:1:pos:R:3 method="wB97M-V/def2-TZVPD" total_charge=0 e_homo_ev=-9.559 orbital_gap_ev=10.13
N -1.889 0.624 0.206
N -0.694 0.180 -0.237
N 0.422 0.968 0.060
C 1.584 0.160 0.000
O 2.766 0.469 0.069
N 1.048 -1.161 -0.043
C -0.318 -1.226 -0.043
O -1.046 -2.151 -0.026
H -2.152 1.464 -0.258
H -1.999 0.750 1.176
H 0.552 1.791 -0.652
H 1.725 -1.868 -0.251

---

x.
12
Properties=species:S:1:pos:R:3 method="wB97M-V/def2-TZVPD" total_charge=0 e_homo_ev=-8.041 orbital_gap_ev=8.07
O 2.422 -0.126 0.611
N 1.361 -0.600 1.404
C 0.193 -0.088 0.943
N -1.211 -0.345 1.132
C -1.671 -0.135 -0.013
N -0.951 0.609 -0.988
O -0.973 0.003 -2.187
N 0.261 0.443 -0.229
H 3.374 0.096 1.308
H -2.817 -0.096 -0.008
H -0.874 0.708 -3.019
H 1.364 0.859 -0.482

---

y.
12
Properties=species:S:1:pos:R:3 method="wB97M-V/def2-TZVPD" total_charge=0 e_homo_ev=-8.489 orbital_gap_ev=8.90
N 2.572 -0.849 -0.053
N 1.968 0.448 -0.112
C 0.727 0.328 0.059
N -0.150 -0.713 0.149
C -1.412 -0.206 0.088
O -2.464 -1.022 -0.116
N -1.410 1.107 -0.006
O -0.027 1.424 0.014
H 3.030 -0.925 0.884
H 3.332 -0.761 -0.708
H 0.155 -1.659 0.049
H -3.340 -0.557 -0.137

---

On energetic grounds, w is preferred over the next structure by 162.9 kJ/mol.

---

w.
12
Properties=species:S:1:pos:R:3 method="wB97M-V/def2-TZVPD" total_charge=0 e_homo_ev=-8.652 orbital_gap_ev=8.54
C 0.496 0.208 1.277
C -0.473 -0.599 -0.630
H 1.457 1.363 2.280
H 0.162 1.412 -2.019
H -2.390 -1.204 -1.280
H -1.339 -0.651 1.248
N 1.282 0.655 0.297
N 0.678 -0.032 -0.878
N -1.344 -0.982 -1.544
N -0.439 -0.656 0.846
O 1.073 0.197 2.582
O 0.838 0.290 -2.178

---

x.
12
Properties=species:S:1:pos:R:3 method="wB97M-V/def2-TZVPD" total_charge=0 e_homo_ev=-8.612 orbital_gap_ev=9.25
N -0.760 0.044 -1.748
N 0.240 0.940 -1.217
C 0.338 0.743 0.055
O 0.982 1.645 0.795
N 1.173 0.981 2.001
C 0.661 -0.199 1.966
N -0.134 -0.330 0.756
O -0.322 -1.644 0.123
H -1.850 0.319 -1.588
H -0.681 -0.175 -2.908
H 0.763 -1.014 2.658
H -0.410 -1.308 -0.892

---

On energetic grounds, x is preferred over the next structure by 100.0 kJ/mol.

---

w.
17
Properties=species:S:1:pos:R:3 method="wB97M-V/def2-TZVPD" total_charge=0 e_homo_ev=-8.940 orbital_gap_ev=9.43
C -2.222 -0.686 0.658
C -1.043 -0.657 -0.386
C 0.075 -1.593 -0.363
C 0.879 0.766 -0.053
C -1.255 1.703 -0.279
H -1.937 0.134 1.869
H -3.391 -0.306 0.319
H -2.129 -2.039 0.904
H -1.681 -0.660 -1.296
H 0.171 -2.086 -1.448
H -0.320 -2.502 0.110
H -0.796 2.707 -0.249
H -1.909 1.642 -1.007
H -1.698 1.370 0.725
N -0.394 0.578 -0.326
O 1.483 1.802 0.272
S 1.623 -0.870 0.170

---

x.
17
Properties=species:S:1:pos:R:3 method="wB97M-V/def2-TZVPD" total_charge=0 e_homo_ev=-8.694 orbital_gap_ev=9.06
C 1.558 -0.837 -0.775
C 0.833 -0.256 0.160
C 0.929 -0.570 1.592
C -0.267 0.775 -0.048
N -1.445 0.594 0.834
C -0.828 0.817 -1.447
O -1.102 -0.369 -1.976
S -1.332 2.186 -2.221
H 1.544 -0.656 -1.850
H 2.244 -1.632 -0.460
H 0.771 0.288 2.232
H 1.935 -0.923 1.903
H 0.113 -1.247 1.863
H 0.213 1.764 0.172
H -2.139 1.335 0.647
H -1.953 -0.241 0.614
H -1.076 -1.029 -1.240

---

On energetic grounds, x is preferred over the next structure by 282.0 kJ/mol.

---

w.
17
Properties=species:S:1:pos:R:3 method="wB97M-V/def2-TZVPD" total_charge=0 e_homo_ev=-9.307 orbital_gap_ev=9.91
C 2.030 -1.075 0.003
C 1.051 -0.270 -0.306
O 0.606 0.861 0.309
C 1.384 1.229 1.397
H 1.995 -1.933 -0.694
H 2.707 -0.999 0.783
H 0.366 -0.436 -1.196
H 0.936 2.074 1.912
H 2.372 1.567 1.184
H 1.384 0.399 2.172
C -2.282 0.711 -0.844
S -3.129 -0.730 -0.184
C -2.030 -1.946 -0.615
N -1.250 -2.672 -1.092
H -2.524 0.943 -1.875
H -1.159 0.628 -0.748
H -2.459 1.650 -0.205

---

x.
17
Properties=species:S:1:pos:R:3 method="wB97M-V/def2-TZVPD" total_charge=0 e_homo_ev="-7.610 / -8.957" orbital_gap_ev="7.25 / 8.58"
C -0.900 -0.601 0.315
C -2.211 0.124 -0.266
C 2.333 0.051 -0.053
C -0.025 0.106 1.290
C 1.161 0.857 0.662
N -0.825 -1.726 -0.091
O -1.902 -0.676 -2.828
S -3.012 -0.201 -1.724
H -2.993 0.320 0.434
H 3.105 0.804 -0.057
H 1.988 -0.197 -1.155
H 2.695 -0.826 0.483
H 0.152 -0.491 2.202
H -0.680 0.947 1.778
H 1.720 1.379 1.508
H 0.790 1.543 -0.064
H -1.395 -1.413 -2.433

---

On energetic grounds, w is preferred over the next structure by 185.4 kJ/mol.

---

w.
23
Properties=species:S:1:pos:R:3 method="wB97M-V/def2-TZVPD" total_charge=0 e_homo_ev=-8.764 orbital_gap_ev=9.38
N 1.668 0.056 1.723
C 0.949 -0.967 0.932
C -0.334 -0.248 0.398
C -1.194 -1.213 -0.455
S -2.492 -0.399 -1.783
H 2.304 -0.435 2.349
H 1.011 0.597 2.283
H 1.569 -1.292 0.082
H 0.613 -1.844 1.487
H -0.956 0.252 1.158
H -0.021 0.623 -0.207
H -1.777 -1.838 0.231
H -0.489 -1.831 -1.006
H -1.697 0.658 -1.820
O 0.918 0.703 -2.720
H 0.886 1.325 -3.453
H 1.546 1.189 -2.158
O 2.736 1.473 -1.003
H 2.448 0.957 -0.215
H 3.397 1.998 -0.523
O -3.768 -0.187 1.649
H -2.837 0.006 1.597
H -4.480 0.417 1.454

---

x.
23
Properties=species:S:1:pos:R:3 method="wB97M-V/def2-TZVPD" total_charge=0 e_homo_ev=-9.282 orbital_gap_ev=9.74
C -1.127 1.151 -1.143
C -0.320 -0.103 -1.117
N -0.972 -1.225 -0.416
C 1.156 0.094 -0.386
S 2.286 -1.276 -0.780
H -0.461 1.994 -1.226
H -1.772 1.357 -1.971
H -1.761 1.371 -0.355
H -0.077 -0.530 -2.112
H -2.035 -1.321 -0.745
H -0.847 -1.077 0.491
H 1.043 0.229 0.659
H 1.566 1.118 -0.643
H 1.391 -2.241 -0.402
O -0.912 1.361 1.933
H -1.139 1.693 2.758
H 0.133 1.329 1.883
O -1.439 -3.497 0.238
H -0.934 -3.049 -0.446
H -2.280 -2.930 0.379
O 2.562 1.859 1.443
H 2.629 1.331 0.638
H 3.308 2.363 1.321

---

y.
23
Properties=species:S:1:pos:R:3 method="wB97M-V/def2-TZVPD" total_charge=0 e_homo_ev=-9.173 orbital_gap_ev=9.70
C -0.012 -2.419 1.350
N -0.617 -1.084 1.536
C -0.101 -0.180 0.499
C -0.558 1.262 0.639
S 0.120 2.127 -0.818
H 0.077 -2.751 0.317
H -0.520 -3.096 2.045
H 1.019 -2.369 1.726
H -1.589 -1.213 1.270
H 0.996 -0.199 0.445
H -0.474 -0.496 -0.488
H -1.658 1.308 0.545
H -0.412 1.837 1.555
H -0.411 3.342 -0.570
O 0.193 0.170 -3.346
H -0.207 0.765 -3.990
H 0.137 0.718 -2.539
O 0.117 -2.374 -2.175
H 0.196 -1.442 -2.441
H 0.693 -2.859 -2.771
O 0.525 0.665 3.701
H 0.819 0.681 2.790
H 0.955 -0.081 4.128

---

On energetic grounds, y is preferred over the next structure by 14.8 kJ/mol.

---

w.
16
Properties=species:S:1:pos:R:3 method="wB97M-V/def2-TZVPD" total_charge=+1 e_homo_ev=-14.203 orbital_gap_ev=11.09
C 2.226 -0.209 -0.094
N 0.995 0.574 -0.317
C -0.189 0.142 0.503
N -1.475 1.024 -0.023
C -2.093 -0.298 -0.279
N -0.829 -1.000 -0.059
H 2.005 -1.266 -0.229
H 2.989 0.088 -0.813
H 2.610 -0.039 0.910
H 0.689 0.476 -1.297
H 1.158 1.577 -0.147
H 0.055 0.206 1.565
H -1.926 1.560 0.709
H -2.888 -0.577 0.421
H -2.469 -0.386 -1.300
H -0.858 -1.872 0.450

---

x.
16
Properties=species:S:1:pos:R:3 method="wB97M-V/def2-TZVPD" total_charge=+1 e_homo_ev=-14.806 orbital_gap_ev=12.02
C -0.159 -2.191 0.370
C 0.059 -3.335 1.183
C -0.793 2.110 -0.840
N 1.022 1.216 0.434
N -0.337 -1.312 -0.339
N 0.350 1.124 -0.841
H -0.719 -4.111 0.702
H 1.111 -3.698 0.863
H -0.093 -3.192 2.223
H -0.326 3.082 -0.573
H -1.053 2.018 -1.844
H -1.515 1.917 -0.051
H 0.513 0.676 1.178
H 1.177 2.200 0.674
H 0.071 0.089 -0.811
H 0.892 1.286 -1.697

---

y.
16
Properties=species:S:1:pos:R:3 method="wB97M-V/def2-TZVPD" total_charge=+1 e_homo_ev=-12.258 orbital_gap_ev=7.84
C -0.612 1.618 1.904
N 0.256 0.691 1.938
H -1.478 1.463 1.271
H -0.444 2.528 2.467
H 1.050 0.864 2.551
H 0.014 -0.270 1.294
C 0.597 -0.213 -1.330
C -0.318 -1.112 -0.951
N -0.775 -1.215 0.428
N 0.941 0.115 -2.636
H 1.163 0.359 -0.607
H -0.854 -1.697 -1.688
H -0.581 -2.155 0.755
H -1.744 -0.976 0.560
H 1.017 -0.673 -3.260
H 1.768 0.674 -2.697

---

On energetic grounds, y is preferred over the next structure by 18.5 kJ/mol.

---

w.
16
Properties=species:S:1:pos:R:3 method="wB97M-V/def2-TZVPD" total_charge=+1 e_homo_ev=-14.635 orbital_gap_ev=11.63
C -2.050 -1.585 0.027
C -1.995 -1.424 -1.467
C -0.159 0.168 -0.482
N -1.095 -0.723 -0.572
N 0.407 0.567 0.632
N 2.733 1.840 0.931
H -2.811 -1.070 0.422
H -1.528 -2.397 0.669
H -1.494 -2.175 -2.033
H -2.926 -1.068 -1.891
H 0.259 0.442 -1.498
H 1.445 0.778 0.680
H 0.141 0.083 1.467
H 2.671 1.946 1.938
H 2.613 2.701 0.289
H 3.788 1.918 0.890

---

x.
16
Properties=species:S:1:pos:R:3 method="wB97M-V/def2-TZVPD" total_charge=+1 e_homo_ev=-13.092 orbital_gap_ev=9.60
C -0.327 0.010 0.125
C 3.113 0.614 -0.177
C 3.731 -0.508 0.167
N 0.481 -0.735 0.507
N -1.360 0.573 -0.219
N -3.903 -0.008 0.001
H 1.298 -1.283 0.575
H 3.173 0.719 -1.257
H 2.469 1.303 0.293
H 3.975 -1.073 1.133
H 4.314 -0.955 -0.624
H -2.779 0.090 -0.163
H -1.410 1.501 -0.385
H -4.053 -0.621 0.732
H -4.295 -0.480 -0.876
H -4.428 0.852 0.168

---

On energetic grounds, w is preferred over the next structure by 39.4 kJ/mol.